1.
Formula: C17H33N2O4S2
Source: the Open Molecules 2025 dataset
Level of theory: ωB97M-V/def2-TZVPD

Element x y z (Å)
C -2.9294 0.3960 3.8463
C -3.8499 -0.5631 3.0099
C -3.7115 -0.2575 1.4997
C -2.8114 -1.2723 0.7239
C -1.6392 -1.8120 1.5607
C -0.4192 -2.3425 0.7526
C 0.0982 -1.3638 -0.2786
C -0.2538 -1.4552 -1.5775
N 0.3808 -0.3798 -2.2008
C 1.0612 0.2684 -1.2832
N 0.9379 -0.2705 -0.0830
H -2.3594 1.0746 3.1995
H -2.2069 -0.1791 4.4386
H -3.5323 1.0360 4.4983
H -4.8698 -0.3033 3.3166
H -3.6530 -1.6076 3.2644
H -4.6808 -0.2214 0.9838
H -3.2607 0.7219 1.3160
H -2.4957 -0.7517 -0.1938
H -3.3934 -2.1414 0.3790
H -2.0300 -2.6684 2.1250
H -1.2587 -1.1053 2.3087
H 0.3988 -2.4571 1.4841
H -0.5825 -3.3344 0.3211
H -0.8875 -2.2164 -2.0057
H 0.2740 -0.1820 -3.1855
H 1.6451 1.1458 -1.5345
H 1.3370 0.0277 0.8033
C -1.6366 4.5476 -2.7401
C -1.9602 3.1258 -3.2179
C -1.8339 2.1947 -2.0036
S -2.1981 3.2034 -0.5620
O -0.9999 3.2925 0.2380
O -3.4581 2.7987 -0.0021
C -2.4170 4.7406 -1.4446
H -1.9070 5.2955 -3.4835
H -0.5647 4.6364 -2.5461
H -2.9817 3.0927 -3.6010
H -1.2985 2.8124 -4.0261
H -2.5418 1.3683 -2.0496
H -0.8270 1.8096 -1.8857
H -2.0516 5.5669 -0.8391
H -3.4827 4.8599 -1.6390
C 5.0288 -1.7787 -1.1113
C 6.2394 -2.0697 -0.2170
C 5.8031 -1.8467 1.2366
S 4.0411 -2.1766 1.2875
O 3.3452 -0.9419 1.6007
O 3.7972 -3.3888 2.0173
C 3.8518 -2.5031 -0.4638
H 5.1909 -2.1154 -2.1345
H 4.8384 -0.7021 -1.1359
H 6.5496 -3.1075 -0.3529
H 7.0894 -1.4389 -0.4714
H 6.3101 -2.5224 1.9210
H 5.9597 -0.8155 1.5492
H 2.8822 -2.1431 -0.8038
H 3.9234 -3.5807 -0.6083

Computed properties:
Net charge: +1
2S+1: 1
Highest occupied orbital energy (eV): -12.954

---

2.
Formula: C29H27BrN7O6SSn
Source: the Open Molecules 2025 dataset
Level of theory: ωB97M-V/def2-TZVPD

Element x y z (Å)
Sn -0.2976 0.8487 -0.2915
O 0.5621 1.5713 -6.6789
C 0.3130 1.4217 -5.5107
C 0.4978 0.1591 -4.6982
O 0.8317 -0.9415 -5.1091
C 0.1844 0.5300 -3.3366
C -0.2282 1.8655 -3.2291
O -0.5435 2.3979 -2.1141
C -0.2343 2.4822 -4.5673
O -0.6156 3.5870 -4.8835
O 0.2480 -0.2472 -2.2962
C -0.1961 5.0461 3.7531
N -0.1716 3.9186 2.8484
C 1.1224 3.2975 2.6279
C -1.2822 3.4693 2.2534
O -1.3785 2.5106 1.4948
H 0.4159 5.8612 3.3599
H 0.2028 4.7547 4.7269
H -1.2179 5.4000 3.8776
H 1.3968 2.6607 3.4727
H 1.8803 4.0715 2.5019
H 1.0797 2.6832 1.7369
H -2.1734 4.0602 2.5197
C -0.2806 -3.0382 1.9537
C -1.5023 -2.6209 1.1874
C -1.6625 -3.3087 -0.1404
C -2.3758 -1.7444 1.6949
C -3.6700 -1.3195 1.1386
C -3.9073 -1.1156 -0.2227
C -5.1712 -0.7710 -0.6802
C -6.2181 -0.5940 0.2104
C -5.9868 -0.7458 1.5710
C -4.7306 -1.1079 2.0253
H 0.6265 -2.7786 1.4006
H -0.2805 -4.1223 2.0932
H -0.2324 -2.5661 2.9342
H -1.2664 -4.3237 -0.0851
H -1.0943 -2.7768 -0.9094
H -2.7054 -3.3565 -0.4500
H -2.1742 -1.3539 2.6892
H -3.0927 -1.1890 -0.9315
H -5.3383 -0.6291 -1.7407
H -7.2045 -0.3321 -0.1507
H -6.7877 -0.5734 2.2794
H -4.5669 -1.2398 3.0886
S 3.6134 -1.4152 -0.4990
C 2.6925 -2.6802 -1.0422
N 1.7551 -2.4450 -2.0258
C 1.0458 -3.4206 -2.5987
C 1.2106 -4.7145 -2.1919
C 2.1050 -4.9074 -1.1211
N 2.8164 -3.9546 -0.5762
H 1.4842 -1.4631 -2.2455
H 0.3604 -3.1119 -3.3778
H 0.6642 -5.5274 -2.6428
H 2.2305 -5.8946 -0.6836
Br 4.3095 3.3894 -3.7769
C 3.9145 2.6175 -2.0922
C 4.9400 2.2451 -1.2394
C 4.5939 1.7209 -0.0068
C 3.2523 1.5859 0.3093
N 2.2718 1.9445 -0.5183
C 2.5975 2.4496 -1.7053
H 5.9727 2.3594 -1.5379
H 5.3495 1.3879 0.6905
H 2.9431 1.1708 1.2591
H 1.7830 2.7330 -2.3586
N 1.7373 -2.0424 5.6561
C 1.6949 -1.2908 4.7731
N 1.6807 -0.3602 3.8648
C 1.2757 -0.2285 2.6802
N 0.9316 0.0511 1.5927

Computed properties:
Net charge: -1
2S+1: 1
Highest occupied orbital energy (eV): -5.268

---

3.
Formula: C20H28FN3O5S
Source: the Open Molecules 2025 dataset
Level of theory: ωB97M-V/def2-TZVPD

Element x y z (Å)
O 4.0976 2.9497 1.9284
C 3.2818 2.5584 0.9378
N 3.3533 1.2672 0.3639
H 2.6468 1.1177 -0.2815
C 4.2251 0.4157 0.6949
C 3.2710 -0.6118 1.4238
C 3.0222 -1.6967 0.7906
C 2.1959 -2.8479 1.0058
C 1.4478 -2.5417 2.1569
C 1.4962 -1.3546 2.9048
C 2.6150 -0.5976 2.6722
H 2.8419 0.3802 3.0963
H 0.9071 -1.0834 3.6281
F 0.3783 -3.4602 2.6493
H 2.0042 -3.7382 0.4310
H 3.6490 -1.9937 -0.0817
H 4.7679 0.0664 0.0780
H 4.8146 0.8276 1.7741
C 2.2909 3.4461 0.5194
C 1.0839 3.3869 1.6072
C 0.3601 2.1604 0.9989
N -0.0824 2.2700 -0.1268
S -0.0104 0.7081 -1.0136
O 1.2366 0.1997 -0.7196
O -0.2459 0.7698 -2.5885
N -1.2039 -0.1280 -0.2484
C -1.0787 -1.3673 -0.4100
C -1.8240 -2.2382 -1.3925
H -1.6175 -1.4694 -2.2757
H -1.7496 -3.1133 -1.5170
C -3.3111 -1.9579 -1.1244
O -3.8592 -2.9807 -0.6120
C -4.4860 -3.8630 -1.4831
H -3.8596 -4.6118 -1.7003
C -4.4512 -2.8813 -2.8072
H -5.4151 -3.0521 -3.1465
O -4.0367 -1.7406 -2.4685
H -3.8406 -3.2537 -3.2848
H -5.4520 -4.1354 -1.1690
C -3.4600 -0.6428 -0.0481
C -2.6647 0.5026 -0.4259
H -2.5459 0.8446 -1.2670
H -2.6074 1.3969 0.1801
H -4.5608 -0.0704 -0.4410
H -3.3549 -0.9902 0.8113
H -0.0918 -1.7412 -0.5696
H -1.4256 -1.8906 0.6016
C 0.2003 3.4354 -1.1623
C 1.9484 3.4244 -0.9788
H 2.4811 2.7449 -1.3314
H 2.2065 4.3937 -1.4645
H -0.1337 4.2060 -0.7654
H 0.0274 3.0170 -2.2279
H -0.7547 2.1534 1.6959
H 0.6747 1.2661 1.2299
H 1.3547 3.1934 2.7060
H 0.4982 4.2993 1.3956
H 2.7446 4.6517 0.8509

Computed properties:
2S+1: 1
Highest occupied orbital energy (eV): -8.210